1.
Formula: C4H8O
Source: the Open Molecules 2025 dataset
Level of theory: the ωB97M-V functional and the def2-TZVPD basis

Computed properties:
* net charge: 0
* largest force on an atom: 0.009 hartree/bohr

CARTESIAN COORDINATES (ANGSTROEM)
C  1.563  0.169  0.558
O  0.175  -0.190  0.418
C  -0.233  -0.238  -0.913
C  -1.129  -1.126  -1.303
C  -0.796  1.247  0.996
H  1.661  1.236  0.339
H  2.174  -0.444  -0.113
H  1.836  -0.029  1.595
H  0.165  0.568  -1.523
H  -1.523  -1.073  -2.310
H  -1.512  -1.882  -0.624
H  -1.765  0.736  0.812
H  -0.615  1.024  2.068

---

2.
Formula: C5H8O2
Source: the Open Molecules 2025 dataset
Level of theory: the ωB97M-V functional and the def2-TZVPD basis

Computed properties:
* net charge: 0
* largest force on an atom: 0.018 hartree/bohr

CARTESIAN COORDINATES (ANGSTROEM)
C  -1.161  -1.175  -1.861
C  -0.807  -0.304  -1.103
C  -0.438  0.561  -0.016
C  -0.132  1.857  -0.134
C  -0.523  -0.111  1.335
O  -0.774  -1.482  1.272
H  -1.509  -1.912  -2.552
H  0.206  2.447  0.717
H  -0.247  2.409  -1.050
H  -1.332  0.378  1.896
H  0.422  0.023  1.873
H  -1.164  -1.739  0.414
O  2.571  -0.488  0.088
H  2.599  0.455  -0.136
H  2.288  -0.920  -0.742

---

3.
Formula: C56H44AsKN3O2PS5
Source: the Open Molecules 2025 dataset
Level of theory: the ωB97M-V functional and the def2-TZVPD basis

Computed properties:
* net charge: -2
* largest force on an atom: 0.009 hartree/bohr

CARTESIAN COORDINATES (ANGSTROEM)
K  0.128  -0.131  0.570
C  -1.742  0.916  -2.181
O  -0.810  -0.158  -1.977
C  -0.101  -0.607  -3.040
C  -0.284  -0.131  -4.332
C  0.486  -0.632  -5.375
C  1.443  -1.604  -5.136
C  1.624  -2.082  -3.847
C  0.858  -1.610  -2.788
N  1.040  -2.050  -1.442
N  1.537  -3.207  -1.404
C  1.875  -3.822  -0.222
C  1.826  -3.232  1.082
O  1.429  -2.069  1.341
C  2.292  -4.066  2.185
C  2.737  -5.325  2.018
C  2.784  -5.930  0.721
C  3.247  -7.247  0.553
C  3.292  -7.832  -0.687
C  2.860  -7.092  -1.799
C  2.401  -5.807  -1.660
C  2.351  -5.175  -0.393
H  -2.556  0.618  -2.844
H  -2.143  1.166  -1.200
H  -1.251  1.806  -2.574
H  -1.021  0.635  -4.529
H  0.336  -0.243  -6.374
H  2.057  -1.980  -5.945
H  2.376  -2.828  -3.630
H  2.252  -3.609  3.168
H  3.068  -5.909  2.871
H  3.571  -7.796  1.432
H  3.650  -8.848  -0.807
H  2.885  -7.544  -2.784
H  2.063  -5.251  -2.521
C  -6.212  3.202  -1.752
S  -5.405  2.630  -3.272
C  -4.633  4.106  -3.813
C  -3.597  4.728  -3.176
S  -2.778  4.287  -1.759
S  -3.138  6.242  -3.977
C  -4.237  6.223  -5.302
S  -4.339  7.430  -6.448
S  -5.300  4.885  -5.228
H  -6.682  2.332  -1.294
H  -6.968  3.951  -1.979
H  -5.455  3.606  -1.079
C  1.877  -0.792  4.813
C  0.924  -1.608  5.677
As  1.892  -2.760  6.942
C  0.419  -3.106  8.187
C  -0.898  -3.212  7.750
C  -1.920  -3.503  8.646
C  -1.635  -3.695  9.989
C  -0.323  -3.595  10.434
C  0.694  -3.306  9.538
C  2.742  -1.335  7.984
C  4.119  -1.376  8.174
C  4.767  -0.370  8.880
C  4.038  0.687  9.402
C  2.663  0.737  9.215
C  2.019  -0.267  8.510
P  0.885  0.329  3.744
C  0.367  1.544  5.019
C  1.274  2.229  5.827
C  0.829  3.085  6.821
C  -0.535  3.261  7.025
C  -1.446  2.589  6.226
C  -0.996  1.740  5.223
C  2.233  1.242  2.903
C  2.188  2.625  2.729
C  3.179  3.272  2.008
C  4.219  2.552  1.437
C  4.255  1.172  1.575
C  3.264  0.520  2.296
H  2.447  -1.448  4.153
H  2.585  -0.221  5.420
H  0.308  -2.245  5.038
H  0.252  -0.956  6.242
H  -1.141  -3.056  6.707
H  -2.940  -3.572  8.292
H  -2.432  -3.916  10.689
H  -0.093  -3.738  11.483
H  1.714  -3.218  9.897
H  4.691  -2.199  7.759
H  5.841  -0.411  9.017
H  4.540  1.476  9.948
H  2.089  1.568  9.606
H  0.946  -0.210  8.365
H  2.340  2.103  5.668
H  1.545  3.620  7.433
H  -0.885  3.934  7.800
H  -2.509  2.741  6.366
H  -1.697  1.254  4.556
H  1.351  3.184  3.125
H  3.124  4.345  1.872
H  4.985  3.063  0.866
H  5.043  0.596  1.106
H  3.269  -0.562  2.351
N  -8.839  4.351  1.344
C  -7.728  4.051  1.389
C  -6.354  3.665  1.461
C  -5.354  4.628  1.635
C  -4.034  4.246  1.730
C  -3.658  2.891  1.660
C  -4.678  1.941  1.464
C  -6.001  2.317  1.368
C  -2.299  2.498  1.767
C  -1.118  2.149  1.857
H  -5.624  5.675  1.681
H  -3.256  4.988  1.839
H  -4.402  0.898  1.385
H  -6.774  1.574  1.218

---

Electronic energy (eV)
-6319.78826, -9406.71229, -207980.81231
E_LUMO (eV)
1.00, 0.48, 3.26
Energy above the lowest of the compared OMol25 structures with the same formula, charge and spin (kcal per mole)
124.1, 71.9, 3.1